Computed, not measured: C15H23N3O in the gas phase, with ωB97M-V with the def2-TZVPD basis set.

The LUMO energy comes out at 0.66 eV. The calculation puts the energy above the lowest of the compared OMol25 structures with the same formula, charge and spin at 24.2 kcal per mole.

The geometry in XYZ format:
```
42
Properties=species:S:1:pos:R:3:mulliken_charge:R:1
N -5.632 -1.511 -1.402 -0.397
C -5.263 -0.875 -0.526 0.334
C -4.765 -0.074 0.555 -0.674
C -3.225 -0.005 0.586 0.585
O -2.612 -0.024 1.630 -0.589
N -2.672 0.108 -0.642 -0.181
N -1.319 0.040 -0.919 -0.593
C -0.480 0.791 -0.328 -0.361
C -0.804 1.912 0.609 -0.792
C 0.279 2.990 0.602 -0.977
C 0.893 3.064 -0.791 -0.796
C 1.709 1.801 -1.054 -1.357
C 0.957 0.511 -0.656 1.290
C 1.635 -0.201 0.543 -0.072
C 2.977 -0.824 0.137 -1.097
C 2.814 -2.043 -0.768 -0.570
C 1.924 -3.093 -0.113 -0.885
C 0.573 -2.489 0.255 -0.578
C 0.763 -1.291 1.179 -1.190
H -5.152 0.945 0.458 0.268
H -5.102 -0.485 1.509 0.322
H -3.229 -0.149 -1.449 0.328
H -1.761 2.343 0.293 0.554
H -0.961 1.514 1.616 0.255
H -0.159 3.949 0.885 0.480
H 1.061 2.757 1.327 0.301
H 1.539 3.939 -0.881 0.476
H 0.095 3.159 -1.532 0.389
H 1.978 1.759 -2.110 0.240
H 2.637 1.870 -0.483 0.411
H 0.949 -0.181 -1.498 0.827
H 1.828 0.557 1.310 0.345
H 3.496 -1.133 1.047 0.477
H 3.605 -0.084 -0.364 0.305
H 3.799 -2.468 -0.976 0.398
H 2.379 -1.745 -1.724 0.298
H 2.410 -3.465 0.792 0.319
H 1.786 -3.939 -0.790 0.386
H -0.044 -3.238 0.757 0.405
H 0.044 -2.175 -0.646 0.327
H 1.258 -1.628 2.094 0.645
H -0.209 -0.889 1.466 0.143
```

Computed, not measured: 2 unconnected molecules or ions with the total composition C4H2FO2 at a distorted geometry, with ωB97M-V with the def2-TZVPD basis set.

Its total charge is -1. The LUMO energy comes out at 3.91 eV. The calculation puts the energy above the lowest of the compared OMol25 structures with the same formula, charge and spin at 21.3 kcal per mole.

The geometry in XYZ format:
```
9
Properties=species:S:1:pos:R:3:mulliken_charge:R:1
C -0.181 0.145 0.697 -0.529
C -1.274 -0.366 0.101 -0.347
C -3.835 -0.141 -0.014 0.680
C 0.119 -0.704 -0.413 -0.191
O -3.786 0.955 -0.394 -0.375
O -4.159 -1.209 0.297 -0.376
F 0.511 -2.073 -0.138 -0.383
H 0.268 0.897 1.319 0.290
H 0.597 -0.477 -1.306 0.233
```

Computed, not measured: a molecular structure, C26H29HfN2O6P4, with ωB97M-V with the def2-TZVPD basis set.

Its total charge is +3. The LUMO energy comes out at -9.77 eV. The calculation puts the energy above the lowest of the compared OMol25 structures with the same formula, charge and spin at 11.2 kcal per mole.

The geometry in XYZ format:
```
68
Properties=species:S:1:pos:R:3:mulliken_charge:R:1
Hf 0.117 -0.499 -0.933 0.957
N -0.299 -1.627 -5.427 -0.151
C -0.339 -2.113 -3.988 0.564
C -0.576 -3.635 -4.033 -1.950
P -1.744 -1.361 -3.046 0.758
O -1.358 0.228 -2.866 -0.492
O -3.032 -1.598 -3.666 -0.725
O -1.332 -1.758 -1.594 -0.236
P 1.334 -1.758 -3.259 1.056
O 1.278 -2.491 -1.813 -0.540
O 1.188 -0.327 -2.609 -0.542
O 2.380 -2.114 -4.196 -0.750
H -1.138 -1.945 -5.928 0.402
H 0.531 -2.014 -5.899 0.408
H -0.248 -0.608 -5.519 0.347
H -1.500 -3.854 -4.571 0.521
H -0.687 -4.028 -3.024 0.430
H 0.258 -4.141 -4.523 0.505
H -2.069 0.801 -3.199 0.334
H 1.642 -3.374 -1.646 0.363
N 0.010 1.418 1.586 0.261
P 1.421 1.256 0.663 0.272
C 2.357 2.755 0.737 0.888
C 2.474 3.442 1.949 -0.477
C 3.267 4.574 2.010 -0.888
C 3.947 5.007 0.876 -0.505
C 3.837 4.320 -0.324 -0.730
C 3.038 3.189 -0.400 -0.385
C 2.298 -0.162 1.321 0.065
C 2.317 -0.556 2.664 -0.406
C 3.001 -1.701 3.021 -0.814
C 3.658 -2.470 2.053 -0.563
C 3.643 -2.092 0.723 -1.040
C 2.958 -0.931 0.355 0.374
P -1.387 0.828 0.831 0.622
C -2.771 1.846 1.209 0.611
C -3.447 2.515 0.187 -0.370
C -4.496 3.363 0.507 -0.736
C -4.851 3.545 1.836 -0.520
C -4.174 2.883 2.856 -0.859
C -3.132 2.026 2.552 -0.219
C -1.640 -0.855 1.479 1.437
C -2.879 -1.269 1.970 -0.890
C -3.083 -2.598 2.324 -0.836
C -2.077 -3.542 2.169 -0.788
C -0.850 -3.167 1.643 -1.350
C -0.654 -1.837 1.301 0.344
H -0.068 2.097 2.338 0.378
H 1.970 3.109 2.850 0.285
H 3.363 5.118 2.940 0.434
H 4.569 5.890 0.931 0.421
H 4.367 4.667 -1.200 0.438
H 2.947 2.661 -1.342 0.394
H 1.796 0.020 3.418 0.454
H 3.037 -2.007 4.058 0.469
H 4.199 -3.357 2.356 0.477
H 4.188 -2.665 -0.016 0.590
H 3.035 -0.577 -0.673 0.694
H -3.163 2.378 -0.849 0.295
H -5.030 3.883 -0.277 0.442
H -5.667 4.212 2.083 0.437
H -4.468 3.032 3.887 0.441
H -2.619 1.501 3.350 0.480
H -3.685 -0.557 2.089 0.488
H -4.041 -2.900 2.727 0.470
H -2.250 -4.571 2.454 0.469
H -0.054 -3.890 1.522 0.532
H 0.385 -1.612 0.994 0.154
```

Computed, not measured: a molecular structure, C25H19BIrN5O8S2 at a distorted geometry, with ωB97M-V with the def2-TZVPD basis set.

The multiplicity is 2. Its total charge is -1. The LUMO energy (spin up / spin down) comes out at 0.29 / 0.24 eV. The expectation value of S² is 0.760. The calculation puts the energy above the lowest of the compared OMol25 structures with the same formula, charge and spin at 120.6 kcal per mole.

The geometry in XYZ format:
```
61
Properties=species:S:1:pos:R:3:mulliken_spin:R:1
Ir 0.030 -0.416 0.020 0.554
O 0.651 2.577 -3.007 -0.001
C 0.391 1.580 -2.356 -0.015
N 1.014 1.189 -1.216 -0.035
C 2.184 1.731 -0.736 0.000
C 3.114 2.447 -1.498 -0.002
C 4.304 2.854 -0.930 -0.001
C 4.578 2.576 0.406 0.000
C 3.657 1.897 1.176 -0.001
C 2.456 1.458 0.606 -0.003
N 1.554 0.654 1.243 0.059
C 1.496 0.439 2.583 0.022
O 1.808 1.221 3.459 0.007
C 1.101 -0.968 2.877 -0.009
C 0.984 -1.466 4.159 0.007
C 0.746 -2.822 4.312 -0.002
C 0.673 -3.631 3.192 0.014
C 0.780 -3.044 1.941 0.006
N 0.986 -1.742 1.803 0.183
C -0.697 0.649 -2.767 0.026
C -1.737 1.053 -3.581 -0.003
C -2.742 0.144 -3.861 0.003
C -2.645 -1.145 -3.355 0.002
C -1.555 -1.468 -2.564 0.016
N -0.610 -0.577 -2.272 0.024
H 2.883 2.664 -2.529 0.000
H 5.034 3.386 -1.526 0.000
H 5.519 2.886 0.841 0.000
H 3.854 1.679 2.215 0.000
H 1.065 -0.788 4.997 0.002
H 0.626 -3.254 5.297 0.000
H 0.525 -4.698 3.273 0.002
H 0.721 -3.617 1.025 0.005
H -1.756 2.074 -3.933 0.000
H -3.596 0.438 -4.456 0.000
H -3.403 -1.889 -3.553 0.001
H -1.443 -2.450 -2.122 0.002
O -1.423 -0.252 1.930 0.007
S -2.101 -1.505 1.625 0.009
O -2.178 -2.395 2.759 0.000
O -1.466 -2.143 0.423 0.054
C -3.767 -1.309 1.013 -0.002
C -4.569 -2.436 1.146 -0.001
C -5.767 -2.514 0.456 0.000
C -6.168 -1.465 -0.361 0.000
C -5.375 -0.334 -0.479 0.001
C -4.162 -0.263 0.189 0.003
S -3.190 1.240 0.019 0.000
O -3.850 1.990 -1.033 0.001
O -3.196 1.852 1.317 0.001
O -1.869 0.771 -0.478 0.033
H -4.224 -3.233 1.790 0.000
H -6.379 -3.403 0.539 0.000
H -7.095 -1.532 -0.915 0.000
H -5.658 0.510 -1.092 0.000
B 2.989 -3.697 -1.830 0.000
C 2.158 -2.504 -1.272 -0.002
N 1.560 -1.607 -0.863 0.036
H 3.372 -4.330 -0.874 0.000
H 3.907 -3.243 -2.468 0.000
H 2.259 -4.333 -2.556 0.000
```